DFT (ωB97M-V/def2-TZVPD) results for 2 unconnected molecules or ions with the total composition C14H32ClF3IN3O3P2 at a distorted geometry.

The geometry in XYZ format:
```
59
Properties=species:S:1:pos:R:3:mulliken_charge:R:1
C -1.777 1.138 4.951 -1.140
C -0.899 0.768 3.741 -0.602
C -1.803 0.053 2.718 -0.546
Cl -1.344 0.533 1.043 -0.133
P -1.769 -1.843 3.069 1.025
O -1.690 -3.505 3.572 -0.737
C -3.581 -2.079 2.730 -1.366
C -4.352 -2.553 3.988 -0.632
C -5.061 -3.871 3.793 0.785
F -4.269 -4.940 3.911 -0.243
F -6.024 -4.012 4.725 -0.290
F -5.679 -3.911 2.603 -0.278
C -0.412 -2.165 1.834 -0.895
C 0.245 -3.532 2.021 0.146
O -0.055 -4.486 1.353 -0.496
I 1.813 -3.664 3.502 -0.025
H -2.577 1.786 4.596 0.340
H -2.280 0.243 5.322 0.251
H -1.210 1.598 5.754 0.390
H -0.525 1.705 3.335 0.486
H -0.051 0.147 4.036 0.274
H -2.795 0.466 2.882 0.450
H -1.388 -1.532 4.389 -0.148
H -2.250 -4.093 3.058 0.304
H -3.658 -2.820 1.933 0.676
H -4.084 -1.193 2.358 0.605
H -5.131 -1.828 4.208 0.409
H -3.722 -2.596 4.871 0.304
H 0.394 -1.442 1.940 0.607
H -0.794 -2.188 0.818 0.499
C 1.397 3.180 -4.919 -0.981
N 1.929 3.205 -3.574 0.122
C 2.245 4.528 -3.060 -1.116
P 2.266 1.861 -2.562 0.770
O 1.466 2.240 -1.342 -0.827
N 1.385 0.454 -3.010 0.249
C 0.906 0.145 -4.341 -1.064
C 0.488 -0.111 -2.011 -1.187
N 3.609 1.306 -3.535 -0.024
C 4.279 0.118 -2.942 -1.102
C 4.676 2.297 -3.785 -1.025
H 1.945 2.497 -5.577 0.310
H 1.474 4.161 -5.388 0.442
H 0.337 2.908 -4.929 0.246
H 3.296 4.799 -3.243 0.295
H 2.076 4.582 -1.983 0.300
H 1.615 5.295 -3.511 0.470
H -0.026 0.674 -4.575 0.315
H 0.708 -0.928 -4.431 0.353
H 1.646 0.367 -5.108 0.286
H -0.461 0.436 -1.958 0.350
H 0.946 -0.105 -1.025 0.320
H 0.268 -1.156 -2.247 0.392
H 4.738 0.351 -1.977 0.352
H 5.053 -0.249 -3.617 0.415
H 3.574 -0.696 -2.796 0.304
H 5.042 2.758 -2.864 0.371
H 4.334 3.081 -4.458 0.269
H 5.518 1.818 -4.285 0.374
```

## Properties
Kohn-Sham gap = 8.631 eV
SMILES = CC[C@@H](Cl)[PH](O)(CCC(F)(F)F)CC(=O)I.CN(C)P(=O)(N(C)C)N(C)C
HOMO level = -0.30390 hartree

DFT (ωB97M-V/def2-TZVPD) results for a molecular structure, C14H32CrN5O3Si.

The geometry in XYZ format:
```
56
Properties=species:S:1:pos:R:3:mulliken_charge:R:1
Cr -0.335 0.164 0.835 0.035
N -0.622 -2.001 0.875 -0.394
C -2.050 -2.337 0.622 -0.596
C -2.977 -1.129 0.793 0.194
O -4.178 -1.320 1.022 -0.804
N -2.341 0.019 0.602 0.413
C -3.041 1.273 0.735 -0.599
C -2.041 2.440 0.704 0.208
O -2.461 3.586 0.608 -0.767
O -0.784 2.123 0.813 -0.292
H -0.016 -2.531 0.260 0.152
H -0.359 -2.251 1.823 0.258
H -2.397 -3.149 1.262 0.369
H -2.129 -2.656 -0.419 0.238
H -3.608 1.331 1.673 0.416
H -3.772 1.441 -0.064 0.338
C 1.913 -1.546 -1.750 -0.772
C 0.800 -2.209 -2.616 -0.779
N -0.518 -1.613 -2.467 0.248
C -0.981 -0.806 -3.589 -0.521
C -1.587 0.527 -3.130 -0.847
N -0.825 1.184 -2.095 0.308
C 0.451 1.782 -2.412 -1.021
C 1.596 0.764 -2.526 -0.775
N 1.622 -0.177 -1.437 0.309
H 2.872 -1.689 -2.278 0.354
H 2.013 -2.076 -0.799 0.291
H 0.778 -3.276 -2.361 0.338
H 1.080 -2.176 -3.675 0.418
H -0.497 -0.986 -1.664 -0.552
H -1.755 -1.332 -4.162 0.420
H -0.162 -0.619 -4.296 0.285
H -2.580 0.340 -2.716 0.361
H -1.723 1.149 -4.033 0.385
H -1.390 1.807 -1.541 0.102
H 0.677 2.475 -1.598 0.353
H 0.430 2.370 -3.347 0.336
H 2.542 1.316 -2.635 0.454
H 1.480 0.194 -3.450 0.308
H 1.997 0.145 -0.554 0.112
C 2.751 0.253 4.696 -1.116
Si 1.257 0.308 3.537 0.534
C 0.144 -1.097 4.141 -1.239
C 0.361 1.910 3.911 -1.061
C 1.656 0.129 1.763 -1.028
H 2.450 0.344 5.744 0.281
H 3.442 1.069 4.472 0.292
H 3.302 -0.684 4.581 0.274
H 0.011 -1.012 5.224 0.348
H 0.585 -2.081 3.948 0.293
H -0.854 -1.069 3.694 0.359
H 0.396 2.117 4.985 0.365
H -0.685 1.880 3.599 0.266
H 0.810 2.749 3.375 0.302
H 2.233 -0.797 1.609 0.341
H 2.300 0.976 1.484 0.506
```

## Properties
Kohn-Sham gap (alpha / beta) = 6.804 / 7.707 eV
2S+1 = 5
Net charge = -1
HOMO level (alpha / beta) = -0.15366 / -0.18725 hartree

DFT (ωB97M-V/def2-TZVPD) results for a molecular structure, C14H32IN5NaO6 at a distorted geometry.

The geometry in XYZ format:
```
59
Properties=species:S:1:pos:R:3:mulliken_charge:R:1
C -1.744 1.153 -0.904 -0.804
C -0.942 0.878 -2.164 -0.504
C 0.524 1.301 -2.037 -0.503
I 1.055 2.946 -3.297 0.211
N 0.977 1.735 -0.651 0.140
C 1.248 0.701 0.402 -0.211
O 2.523 0.103 0.235 -0.594
C 2.480 -1.189 -0.394 -0.402
H -1.393 0.589 -0.048 -0.151
H -2.779 0.861 -1.062 0.520
H -1.795 2.215 -0.662 0.376
H -0.966 -0.176 -2.442 0.131
H -1.390 1.413 -2.998 0.521
H 1.212 0.515 -2.340 0.325
H 1.866 2.218 -0.798 0.479
H 0.345 2.435 -0.237 0.424
H 1.205 1.237 1.346 0.561
H 0.435 -0.033 0.442 -0.160
H 1.495 -1.646 -0.349 -0.006
H 3.193 -1.845 0.103 0.410
H 2.768 -1.149 -1.444 0.255
C -2.637 -5.112 -0.619 -1.215
C -1.830 -4.205 0.299 -0.687
C -1.709 -2.766 -0.224 0.514
C -1.058 -2.708 -1.524 0.306
N -0.583 -2.692 -2.572 -0.613
H -2.161 -5.213 -1.596 0.331
H -2.732 -6.109 -0.193 0.371
H -3.643 -4.718 -0.773 0.304
H -0.829 -4.617 0.446 0.303
H -2.296 -4.147 1.283 0.390
H -1.170 -2.134 0.482 -0.193
H -2.697 -2.311 -0.330 0.334
C 6.425 2.901 -3.586 0.531
O 7.422 3.103 -2.941 -0.568
N 6.299 3.083 -4.922 -0.365
N 5.263 2.434 -2.932 -0.325
H 5.456 2.912 -5.436 0.171
H 7.108 3.419 -5.413 0.230
H 5.386 2.356 -1.939 0.216
H 4.392 2.275 -3.406 0.140
C -1.134 0.478 2.276 0.719
O -0.633 1.600 2.056 -0.784
O -2.008 0.344 3.310 -0.480
O -0.900 -0.574 1.618 -0.863
H -2.061 1.229 3.697 0.313
C -4.843 2.906 1.445 -0.678
O -3.973 1.877 0.987 -0.347
H -4.317 3.846 1.299 0.241
H -5.779 2.938 0.882 0.278
H -5.076 2.801 2.507 0.264
H -4.417 1.034 1.122 0.244
Na 3.830 0.223 -1.514 0.867
C -0.500 -1.926 5.791 -0.606
C -0.688 -0.539 6.192 0.387
N -0.857 0.562 6.464 -0.429
H 0.527 -2.233 5.979 0.287
H -1.173 -2.568 6.356 0.285
H -0.724 -2.012 4.728 0.109
```

## Properties
Kohn-Sham gap = 6.836 eV
Net charge = +1
ΔE to the lowest compared entry with this formula, charge and spin = 0.0 kcal per mole
HOMO level = -0.41795 hartree

DFT (ωB97M-V/def2-TZVPD) results for a molecular structure, C14H32N4O6Tl at a distorted geometry.

The geometry in XYZ format:
```
57
Properties=species:S:1:pos:R:3:mulliken_charge:R:1
Tl 0.598 -0.903 0.705 0.988
O -3.369 -2.223 -0.249 -0.391
C -4.533 -1.597 0.230 -0.112
C -4.587 0.051 0.378 -0.200
O -3.545 0.657 1.173 -0.362
H -4.912 -2.050 1.146 0.288
H -5.304 -1.756 -0.524 0.245
H -5.576 0.340 0.733 0.294
H -4.525 0.523 -0.603 0.246
C 0.031 -2.367 -5.546 -1.010
C 1.428 -2.321 -4.947 0.692
O 1.479 -2.005 -3.784 -0.652
N 2.416 -2.694 -5.712 -0.193
C 3.818 -2.749 -5.283 -0.861
H -0.055 -3.221 -6.218 0.373
H -0.179 -1.496 -6.166 0.252
H -0.685 -2.551 -4.744 0.251
H 2.214 -3.134 -6.599 0.255
H 4.188 -3.580 -5.882 0.321
H 3.915 -2.911 -4.209 0.294
H 4.375 -1.886 -5.647 0.279
C 0.820 4.473 -3.329 -1.102
C -0.157 3.318 -3.296 0.696
O -0.028 2.397 -2.493 -0.638
N -1.201 3.327 -4.143 -0.156
C -2.178 2.293 -4.338 -0.931
H 1.085 4.803 -4.333 0.376
H 1.760 4.208 -2.845 0.276
H 0.268 5.280 -2.848 0.296
H -1.106 4.001 -4.890 0.232
H -2.296 2.051 -5.394 0.332
H -3.189 2.659 -4.163 0.306
H -1.935 1.336 -3.876 0.315
C 0.582 4.936 3.313 -1.041
C 1.907 4.373 2.891 0.707
O 1.888 3.360 2.296 -0.601
N 3.027 4.813 3.439 -0.205
C 4.349 4.238 3.145 -0.796
H 0.440 5.959 2.962 0.310
H 0.757 4.995 4.387 0.299
H -0.300 4.392 2.976 0.251
H 3.032 5.582 4.094 0.228
H 4.505 3.863 2.134 0.275
H 4.554 3.367 3.767 0.257
H 5.039 5.062 3.331 0.317
C -2.505 -4.037 5.746 -0.971
C -1.038 -4.271 5.338 0.726
O -0.509 -3.726 4.358 -0.691
N -0.359 -5.126 6.063 -0.179
C 1.030 -5.505 5.871 -0.867
H -2.860 -3.033 5.515 0.303
H -2.746 -4.430 6.734 0.298
H -3.103 -4.565 5.003 0.262
H -0.833 -5.448 6.894 0.205
H 0.973 -6.446 5.323 0.312
H 1.495 -5.834 6.801 0.317
H 1.639 -4.793 5.315 0.284
```

## Properties
Kohn-Sham gap = 4.934 eV
Net charge = +1
ΔE to the lowest compared entry with this formula, charge and spin = 89.8 kcal per mole
HOMO level = -0.41575 hartree

DFT (ωB97M-V/def2-TZVPD) results for a molecular structure, C14H32N8O7STi at a distorted geometry.

The geometry in XYZ format:
```
63
Properties=species:S:1:pos:R:3:mulliken_charge:R:1
Ti -0.866 0.107 0.864 -0.127
O -0.961 1.380 4.242 -0.582
S -0.142 0.498 3.485 1.186
O 1.044 -0.069 4.019 -0.581
O -1.046 -0.532 2.761 -0.446
O 0.157 1.181 2.098 -0.431
N 1.327 -0.109 0.262 -0.344
C 1.608 1.027 -0.636 0.340
C 2.823 0.709 -1.546 -1.082
C 3.273 1.678 -2.606 -1.171
C 3.651 3.080 -2.125 -0.985
N 2.521 3.990 -2.117 0.022
C 2.555 5.291 -1.803 0.739
N 3.676 5.892 -1.485 -0.336
N 1.415 5.988 -1.792 -0.381
C 0.325 1.275 -1.446 0.616
O 0.284 2.055 -2.379 -0.747
O -0.750 0.642 -0.988 -0.514
H 1.771 0.010 1.173 0.354
H 1.680 -0.974 -0.136 0.364
H 1.783 1.916 -0.061 0.323
H 2.610 -0.223 -2.067 0.518
H 3.662 0.467 -0.889 0.400
H 2.502 1.763 -3.390 0.407
H 4.189 1.275 -3.024 0.449
H 4.455 3.439 -2.789 0.688
H 4.128 2.985 -1.145 0.506
H 1.631 3.555 -2.365 0.145
H 4.538 5.347 -1.422 0.218
H 3.713 6.882 -1.372 0.206
H 0.584 5.599 -2.214 0.211
H 1.433 6.973 -1.618 0.198
N -2.957 -0.795 1.057 -0.250
C -4.031 -0.019 1.759 -0.835
C -4.564 1.137 0.908 -0.641
C -3.415 1.979 0.316 -0.490
N -2.154 1.810 1.077 -0.228
H -3.313 -1.180 0.177 0.282
H -2.741 -1.613 1.655 0.343
H -3.569 0.388 2.656 0.375
H -4.818 -0.692 2.071 0.507
H -5.241 1.775 1.495 0.328
H -5.189 0.762 0.088 0.324
H -3.691 3.014 0.403 0.423
H -3.212 1.687 -0.726 0.302
H -2.284 1.814 2.091 0.350
H -1.516 2.602 0.939 0.366
N -0.627 -2.067 0.412 -0.284
C -0.785 -3.217 0.477 0.761
N -0.963 -4.484 0.625 -0.074
C -0.288 -5.181 1.714 -0.607
C 0.753 -6.076 1.122 -0.513
O 0.163 -6.974 0.218 -0.360
C -0.477 -6.320 -0.852 -0.491
C -1.567 -5.393 -0.383 -0.481
H -1.019 -5.779 2.227 0.296
H 0.117 -4.455 2.406 0.446
H 1.245 -6.684 1.894 0.361
H 1.521 -5.487 0.616 0.314
H -0.939 -7.107 -1.469 0.350
H 0.289 -5.788 -1.437 0.306
H -2.326 -5.972 0.151 0.272
H -1.972 -4.778 -1.178 0.386
```

## Properties
Kohn-Sham gap = 8.197 eV
Net charge = +2
ΔE to the lowest compared entry with this formula, charge and spin = 0.0 kcal per mole
HOMO level = -0.53373 hartree

DFT (ωB97M-V/def2-TZVPD) results for a molecular structure, C14H33F6N4O7PdS2 at a distorted geometry.

The geometry in XYZ format:
```
67
Properties=species:S:1:pos:R:3:mulliken_charge:R:1
Pd -0.259 0.364 -0.061 1.064
C -1.249 2.684 3.605 0.684
F -0.231 3.500 3.611 -0.232
F -0.883 1.525 4.125 -0.165
F -2.238 3.180 4.313 -0.232
S -1.989 2.432 1.810 0.693
O -3.360 2.879 1.802 -0.566
O -1.090 3.188 0.986 -0.681
N -1.712 0.765 1.516 -0.374
S -2.985 0.035 2.132 0.752
O -3.398 0.610 3.395 -0.654
O -4.002 -0.415 1.210 -0.672
C -2.146 -1.562 2.692 0.630
F -3.095 -2.300 3.259 -0.231
F -1.787 -2.261 1.607 -0.236
F -1.123 -1.383 3.498 -0.197
C -3.839 1.897 -2.389 -1.731
C -2.933 1.108 -1.428 0.725
C -2.795 -0.330 -1.840 -1.076
O -1.964 -1.077 -0.944 0.885
C -1.993 -2.470 -1.250 -1.234
N -1.546 1.643 -1.503 -0.306
H -3.733 1.597 -3.440 0.392
H -3.770 2.974 -2.286 0.416
H -4.837 1.462 -2.260 0.439
H -3.367 1.315 -0.453 -0.226
H -2.315 -0.430 -2.820 0.533
H -3.815 -0.728 -1.868 0.429
H -1.010 -2.856 -0.981 0.233
H -2.097 -2.684 -2.319 0.434
H -2.830 -2.902 -0.702 0.306
H -1.107 1.417 -2.393 0.239
H -1.574 2.661 -1.539 0.311
C 1.037 -2.389 -3.334 -1.741
C 1.498 -1.701 -2.054 0.963
C 2.992 -1.845 -1.830 -1.230
O 3.354 -1.342 -0.571 -0.416
C 4.755 -1.409 -0.312 -0.923
N 0.922 -0.328 -1.922 -0.261
H 1.398 -1.870 -4.236 0.477
H -0.042 -2.450 -3.454 0.287
H 1.562 -3.328 -3.524 0.435
H 1.008 -2.213 -1.213 -0.299
H 3.496 -1.249 -2.610 0.432
H 3.307 -2.884 -1.958 0.583
H 5.156 -2.289 -0.820 0.398
H 4.946 -1.582 0.747 0.259
H 5.223 -0.471 -0.614 0.295
H 0.379 -0.240 -2.783 0.330
H 1.704 0.295 -2.159 0.236
C 2.529 -0.581 3.129 -1.235
C 1.558 0.112 2.177 0.741
C 2.305 1.185 1.355 -0.771
O 1.407 1.680 0.349 0.685
C 1.889 2.743 -0.444 -1.245
N 1.039 -0.896 1.223 0.168
H 3.326 -1.029 2.531 0.224
H 2.122 -1.311 3.827 0.424
H 3.006 0.167 3.770 0.415
H 0.754 0.662 2.664 -0.592
H 3.118 0.694 0.810 0.043
H 2.620 2.026 1.974 0.554
H 1.193 2.871 -1.280 0.272
H 2.769 2.451 -1.027 0.376
H 1.917 3.686 0.095 0.235
H 1.051 -1.741 1.804 0.455
H 1.774 -1.263 0.603 0.073
```

## Properties
Kohn-Sham gap (alpha / beta) = 9.289 / 8.793 eV
2S+1 = 3
Net charge = +1
ΔE to the lowest compared entry with this formula, charge and spin = 0.0 kcal per mole
HOMO level (alpha / beta) = -0.43880 / -0.46701 hartree

DFT (ωB97M-V/def2-TZVPD) results for a molecular structure, C14H33F6N4O7S2Ti at a distorted geometry.

The geometry in XYZ format:
```
67
Properties=species:S:1:pos:R:3:mulliken_charge:R:1
Ti 7.802 0.523 13.536 0.490
C 10.168 -1.372 15.385 0.701
F 10.579 -2.131 16.461 -0.263
F 11.175 -1.464 14.556 -0.204
F 8.999 -1.834 14.846 -0.142
S 9.876 0.459 15.994 0.869
O 8.547 0.394 16.618 -0.616
O 10.950 0.773 16.976 -0.602
N 9.842 1.247 14.424 -0.169
S 11.219 1.968 14.413 0.883
O 11.306 3.014 15.420 -0.631
O 12.366 1.008 14.457 -0.646
C 11.259 2.847 12.642 0.523
F 12.333 3.670 12.600 -0.202
F 11.472 1.847 11.692 -0.240
F 10.085 3.386 12.288 -0.194
C 2.774 -5.677 14.944 -1.425
C 3.403 -4.533 14.157 0.570
C 5.012 -4.580 14.235 -0.740
O 5.459 -3.760 13.190 -0.348
C 6.866 -3.736 12.901 -0.653
N 2.928 -4.753 12.856 -0.660
H 3.132 -5.784 15.968 0.352
H 2.825 -6.615 14.392 0.353
H 1.715 -5.421 14.917 0.403
H 3.042 -3.577 14.537 0.071
H 5.293 -5.602 13.984 0.430
H 5.369 -4.336 15.236 0.370
H 7.053 -2.867 12.270 -0.068
H 7.168 -4.692 12.473 0.491
H 7.480 -3.750 13.802 0.264
H 3.554 -4.436 12.130 0.271
H 2.773 -5.743 12.727 0.233
C 9.384 -1.319 9.863 -1.984
C 8.844 -0.284 10.833 0.832
C 7.421 0.068 10.407 -1.264
O 6.658 0.821 11.364 -0.121
C 6.811 2.247 11.279 -0.627
N 8.906 -0.967 12.087 -0.038
H 9.389 -0.960 8.834 0.482
H 8.788 -2.220 9.717 0.427
H 10.430 -1.598 9.992 0.460
H 9.451 0.620 10.827 0.066
H 6.845 -0.852 10.317 0.286
H 7.513 0.501 9.411 0.499
H 6.305 2.859 12.026 0.128
H 6.594 2.619 10.278 0.387
H 7.843 2.406 11.591 0.107
H 9.227 -1.900 11.873 0.404
H 9.751 -0.532 12.428 0.013
C 4.003 0.154 15.840 -1.385
C 5.053 0.685 14.876 0.422
C 5.646 2.011 15.354 -1.007
O 6.620 2.404 14.374 0.192
C 7.218 3.583 14.747 -0.888
N 6.048 -0.434 14.754 -0.046
H 3.165 0.848 15.774 0.415
H 4.494 0.335 16.797 0.380
H 3.715 -0.872 15.614 0.321
H 4.609 0.982 13.926 0.225
H 6.181 1.752 16.268 0.474
H 4.853 2.738 15.531 0.399
H 6.503 4.405 14.747 0.261
H 8.080 3.926 14.174 0.167
H 7.570 3.302 15.739 0.339
H 5.448 -1.245 14.805 -0.084
H 6.612 -0.572 15.580 0.285
```

## Properties
Kohn-Sham gap (alpha / beta) = 4.938 / 9.600 eV
2S+1 = 4
ΔE to the lowest compared entry with this formula, charge and spin = 76.2 kcal per mole
HOMO level (alpha / beta) = -0.17091 / -0.34333 hartree

Number 1: energy -73002.174 eV. Number 2: energy -64933.475 eV. Number 3: energy -47282.163 eV. Number 4: energy -37963.623 eV. Number 5: energy -75232.831 eV. Number 6: energy -76792.074 eV. Number 7: energy -96429.908 eV.